{
  "formula": "C23H33N7O4SSi2Sr",
  "method": "wB97M-V/def2-TZVPD",
  "symbols": ["Sr", "N", "C", "S", "N", "N", "C", "C", "C", "C", "C", "C", "N", "H", "H", "H", "H", "H", "H", "H", "C", "Si", "C", "C", "C", "C", "C", "C", "C", "Si", "C", "C", "H", "H", "H", "H", "H", "H", "H", "H", "H", "H", "H", "H", "H", "H", "H", "H", "C", "O", "C", "O", "N", "N", "H", "H", "H", "H", "H", "H", "O", "C", "C", "C", "C", "O", "N", "H", "H", "H", "H"],
  "coordinates": [[0.6067, 0.5819, 0.0383], [0.0746, -2.6530, 4.0448], [0.0789, -1.7782, 2.9103], [0.6940, -2.5602, 1.4112], [-0.3242, -0.5817, 3.0893], [-0.3695, 0.3631, 2.1666], [-0.7612, 1.5780, 2.6540], [-0.9415, 2.6892, 1.8815], [-1.3782, 3.9433, 2.4505], [-1.6270, 5.0198, 1.6735], [-1.4521, 4.9110, 0.2647], [-1.0025, 3.6971, -0.2185], [-0.7127, 2.6310, 0.4993], [-0.2584, -3.5736, 3.7757], [-0.5481, -2.2572, 4.7448], [-0.9542, 1.6448, 3.7268], [-1.5069, 3.9912, 3.5270], [-1.9661, 5.9615, 2.1005], [-1.7053, 5.7350, -0.3954], [-0.8573, 3.5676, -1.2912], [-0.6477, -5.3949, 1.3511], [-1.0594, -3.6324, 0.6484], [-2.5824, -3.0158, 1.6381], [-1.5752, -3.8646, -1.1675], [-1.9714, -5.1699, -1.4914], [-2.3997, -5.5272, -2.7509], [-2.4589, -4.5577, -3.7395], [-2.0737, -3.2662, -3.4316], [-1.6133, -2.8767, -2.1752], [-0.9975, -0.9971, -1.9848], [0.2674, -1.0376, -3.4634], [-2.5285, -0.1338, -2.8703], [-1.5290, -5.9813, 1.6043], [-0.0272, -5.3128, 2.2402], [-0.0784, -5.9544, 0.6144], [-3.4471, -3.6655, 1.5192], [-2.8530, -2.0203, 1.2993], [-2.3547, -2.9501, 2.6981], [-1.9413, -5.9372, -0.7314], [-2.6802, -6.5538, -2.9635], [-2.7973, -4.8100, -4.7383], [-2.1242, -2.5282, -4.2191], [-0.1036, -1.4471, -4.4037], [1.1367, -1.6194, -3.1703], [0.6153, -0.0262, -3.6559], [-2.6858, -0.4413, -3.9031], [-2.3777, 0.9427, -2.8776], [-3.4548, -0.3212, -2.3324], [0.6619, 5.5546, -2.7616], [1.1031, 4.2251, -2.8958], [1.7662, 3.6099, -1.8603], [1.9634, 2.4253, -1.9266], [2.2509, 4.4310, -0.9121], [2.9891, 4.0069, 0.2150], [0.0093, 5.7376, -3.6152], [1.5017, 6.2618, -2.7944], [0.0873, 5.6903, -1.8403], [1.9807, 5.3971, -0.8612], [2.3966, 4.0384, 1.0484], [3.2034, 3.0076, 0.1067], [2.6135, -0.4584, -0.2888], [3.1309, -0.0172, 0.7274], [3.8804, -0.8998, 1.7412], [4.1699, 0.0684, 2.8671], [3.7158, 1.4289, 2.2887], [3.9044, 2.4888, 2.8649], [3.1174, 1.2599, 1.0986], [4.7839, -1.3060, 1.2787], [3.2359, -1.7333, 2.0207], [5.2231, 0.1122, 3.1519], [3.5650, -0.1393, 3.7503]],
  "atomic_forces_ev_per_a": [[-0.8369, 0.8816, -1.0494], [0.0723, -0.3625, 0.2767], [-0.1878, -0.2456, -0.2018], [-0.1775, 0.6705, -0.4152], [-0.0818, 0.0286, 0.3803], [0.2454, -1.2586, 0.0438], [-0.5929, 1.3186, 0.6441], [0.0107, -0.6230, 0.7628], [-0.1330, 0.5177, 0.2757], [-0.0285, -0.1043, 0.5178], [0.0021, 0.2082, -0.7756], [-0.1891, 0.5545, -0.2897], [0.0810, -0.0562, -0.2534], [-0.0538, 0.0722, 0.1079], [0.0807, -0.0536, -0.1013], [0.0492, 0.0283, -0.0944], [-0.0003, 0.0130, 0.0145], [0.0356, -0.1015, 0.0886], [0.0230, -0.1292, -0.0388], [-0.0379, 0.0697, -0.0844], [-0.2344, 0.4579, -0.3891], [-0.7796, -0.4157, 1.2062], [0.6332, -0.0338, -0.3685], [0.4659, 0.1795, -0.1432], [0.0985, -0.0601, 0.4271], [-0.1710, -0.1554, -0.2762], [-0.0093, -0.0640, 0.0759], [-0.1272, -0.0542, -0.2796], [0.2524, 0.3998, 0.4729], [-0.8654, -0.6900, -0.9767], [-0.1785, 0.0631, 0.2748], [0.4308, -0.1805, 0.2356], [-0.2105, -0.0632, -0.0257], [0.0211, 0.1289, 0.0838], [0.1813, -0.1643, -0.1307], [-0.0375, -0.2027, -0.1963], [-0.0324, 0.2220, -0.0502], [0.0980, 0.0343, 0.1617], [0.0227, -0.1289, 0.0914], [-0.0203, 0.0146, 0.0310], [0.0026, 0.0065, -0.0424], [0.0327, 0.1473, -0.0862], [-0.1987, -0.0733, -0.1166], [0.2510, -0.1316, 0.0675], [0.1341, 0.2699, -0.0643], [0.0406, -0.1292, -0.2436], [0.0454, 0.2598, 0.0275], [-0.1572, -0.0450, 0.1992], [-0.0949, 0.2756, 0.0370], [0.1539, -0.4680, 0.1363], [0.0210, 0.9448, -0.1221], [-0.0745, -0.9058, 0.2089], [-0.2187, 0.3491, 0.2123], [0.1714, -0.1351, 0.0353], [0.0549, 0.0491, 0.0492], [-0.0723, -0.0267, -0.0055], [0.0263, 0.0376, -0.0137], [-0.0068, -0.1323, -0.1543], [-0.0824, -0.1089, -0.2933], [-0.1121, 0.2510, -0.0292], [0.8736, -1.0287, -1.0582], [1.8755, -0.6421, 1.1259], [-0.2129, -0.0706, -0.1656], [0.0359, 0.1853, -0.0175], [0.6952, -0.1798, 1.2726], [-0.0730, -0.0615, -0.1393], [-0.8630, 0.5285, -0.8978], [-0.1033, 0.0149, -0.0732], [0.0700, -0.0306, -0.0349], [-0.1027, 0.0853, 0.0905], [0.0706, 0.0485, 0.0630]],
  "de_lowest_ev": 2.432,
  "gap_ev": 3.690,
  "total_charge": -2,
  "e_homo_ev": 0.8531
}

---

{
  "formula": "C23H34AlBBeCl5Li2NO15",
  "method": "wB97M-V/def2-TZVPD",
  "symbols": ["N", "C", "C", "Al", "C", "O", "O", "H", "H", "H", "H", "H", "H", "H", "H", "H", "H", "H", "Cl", "C", "C", "Cl", "H", "H", "H", "H", "Be", "Cl", "C", "C", "O", "O", "H", "H", "H", "Cl", "C", "C", "Cl", "H", "H", "H", "H", "C", "C", "C", "O", "C", "H", "H", "H", "H", "H", "H", "H", "H", "C", "C", "C", "O", "C", "C", "C", "O", "H", "H", "H", "H", "Li", "Li", "B", "O", "C", "O", "C", "O", "O", "O", "C", "O", "C", "O", "O"],
  "coordinates": [[1.1306, -0.1329, 0.6559], [0.5909, 1.1503, 1.2301], [-0.1584, 2.0094, 0.2811], [-1.6691, 1.0221, -0.6505], [-3.2456, 1.1536, 0.6371], [-3.7324, -0.0343, 1.2404], [-3.9152, -1.0050, 0.1509], [2.0876, -0.1852, 0.9991], [1.2405, -0.2137, -0.3380], [-0.0345, 0.6887, 2.0217], [1.4431, 1.6698, 1.6350], [-0.5927, 2.8061, 0.8565], [0.5514, 2.4333, -0.4141], [-1.1564, -0.4839, -1.0182], [-2.0950, 1.7940, -2.0584], [-2.9019, 1.7555, 1.4771], [-4.0533, 1.7116, 0.1767], [-3.7191, -1.8370, 0.5823], [0.6236, 1.6143, -6.5724], [-0.4678, 2.5957, -5.5845], [0.2353, 3.1946, -4.3979], [0.7273, 1.9310, -3.2192], [-1.3037, 1.9495, -5.3004], [-0.8655, 3.3883, -6.2123], [-0.4260, 3.8799, -3.8720], [1.1278, 3.7340, -4.6947], [1.0606, -0.7754, 2.2890], [-0.1424, -0.5555, 3.6973], [-0.7094, 2.9666, 5.4108], [-0.3388, 3.5167, 4.0180], [0.2281, 2.5699, 3.4049], [-0.6616, 4.6594, 3.7106], [-0.3419, 1.9403, 5.4688], [-0.3072, 3.5155, 6.2558], [-1.7964, 2.9547, 5.5265], [2.6054, 1.3574, 4.6298], [4.0373, 0.3270, 4.8981], [4.0013, -0.9303, 4.0794], [2.7060, -2.0918, 4.6849], [4.0988, 0.0833, 5.9531], [4.9092, 0.9210, 4.6314], [4.9391, -1.4720, 4.1717], [3.8232, -0.7327, 3.0266], [-7.3735, -4.5481, -1.2135], [-6.5771, -3.2435, -1.1383], [-5.1576, -3.7642, -0.9561], [-5.0914, -5.0203, -1.6266], [-6.4104, -5.4541, -1.9723], [-8.3378, -4.4475, -1.7067], [-7.5442, -4.9388, -0.2086], [-6.6594, -2.7004, -2.0810], [-6.8912, -2.5790, -0.3368], [-4.9294, -3.9316, 0.1062], [-4.4060, -3.0921, -1.3721], [-6.5346, -5.3474, -3.0548], [-6.5237, -6.5064, -1.7141], [2.9363, -0.0010, 10.5204], [3.5810, 0.1712, 9.3718], [4.3644, -0.9299, 8.7584], [4.9546, -0.7708, 7.7079], [4.4032, -2.2307, 9.4705], [3.7595, -2.4057, 10.6193], [2.9722, -1.3043, 11.2377], [2.3852, -1.4623, 12.2791], [2.3595, 0.7870, 10.9868], [3.5676, 1.1106, 8.8332], [4.9813, -3.0172, 9.0025], [3.7742, -3.3450, 11.1566], [-2.4585, 2.2769, 4.0538], [-1.0424, 0.5460, -3.9369], [2.6450, 0.8674, -11.2620], [3.4318, 1.5852, -10.2315], [4.5183, 2.0954, -10.7923], [5.3583, 2.7307, -10.2354], [4.4950, 1.7148, -12.3033], [5.3166, 2.0077, -13.1121], [3.3953, 1.0071, -12.5248], [2.4628, -0.5589, -10.8925], [1.1723, -0.8213, -10.7951], [0.6868, -1.8713, -10.5036], [0.3955, 0.4901, -11.1152], [-0.7909, 0.6223, -11.1104], [1.2783, 1.4358, -11.3763]],
  "atomic_forces_ev_per_a": [[1.4516, -1.4865, 2.0948], [-0.3426, -0.3202, 0.5729], [-0.5872, -0.9014, -0.9984], [-0.2454, 0.2281, 0.1067], [0.5756, -0.1934, -0.6172], [-0.3086, -0.9136, -0.1612], [-0.0978, 1.0735, 0.0637], [1.4268, 0.7379, -1.0155], [-0.5758, -0.5555, -0.5148], [0.0036, 2.0228, -0.5886], [0.1903, 0.2138, 0.6223], [-0.0928, 0.5201, 0.2847], [0.2617, 0.3828, -0.2281], [0.1312, 0.0163, -0.2866], [0.1111, -0.2912, -0.3120], [0.1686, 0.1756, 0.4194], [-0.4842, 0.1513, -0.0701], [0.1956, -0.2887, 0.4306], [0.0688, -0.2044, -0.0667], [0.2296, -0.1153, -0.1763], [-0.2098, 0.3870, 0.0640], [0.2744, -0.0570, -0.1719], [-0.2542, 0.3593, -0.0619], [-0.0914, 0.0296, -0.0002], [-0.0514, -0.1048, 0.1278], [0.1305, -0.1118, -0.0378], [-2.2919, 0.4105, -0.2744], [0.3182, -1.2981, 0.1732], [-0.1265, -0.3956, 0.5192], [0.3576, -0.8620, 0.8712], [-0.1810, 0.6676, -1.2762], [-0.1792, -0.0250, -0.4038], [-0.0918, 0.0510, 0.1548], [-0.1982, 0.3245, -0.0063], [-0.3780, 0.3571, 0.8161], [0.0912, -0.2077, -0.2553], [-0.0565, 0.1616, 0.1582], [-0.1771, -0.4945, 0.4943], [0.5746, 0.5594, -0.6591], [0.0098, 0.0429, 0.0029], [0.0566, -0.0609, -0.0835], [0.0048, -0.0109, 0.0328], [-0.1035, 0.0021, -0.1480], [0.1353, 0.0272, 0.1005], [-0.0548, -0.1098, -0.1053], [-0.0028, -0.0531, 0.1411], [-0.0334, 0.0065, 0.0140], [-0.0388, 0.1192, -0.1153], [-0.0101, 0.0148, -0.0425], [-0.0126, -0.0157, 0.0133], [0.0130, 0.0217, -0.0189], [0.0116, 0.0064, 0.0434], [-0.0390, 0.0816, -0.0033], [0.0354, -0.0326, -0.0531], [-0.0647, -0.0247, 0.0019], [0.0743, -0.0263, 0.0197], [-0.0201, -0.0278, 0.0366], [0.0332, -0.0107, -0.0726], [-0.0113, -0.0168, 0.0775], [0.0017, -0.0493, 0.0201], [0.0435, 0.0173, -0.0684], [-0.0387, 0.0406, 0.0338], [0.1572, 0.0170, -0.2495], [-0.1605, -0.0350, 0.2665], [-0.0115, -0.0189, 0.0376], [0.0253, -0.0088, -0.0211], [0.0118, 0.0263, -0.0286], [-0.0249, 0.0101, 0.0348], [0.6468, 0.0689, -0.5744], [-0.1181, -0.0292, 0.7510], [0.0677, 0.0135, -0.0466], [-0.1911, -0.1846, -0.3144], [-0.2102, -0.1750, -0.1968], [0.3470, 0.2440, 0.1414], [-0.2469, -0.0878, 0.2456], [0.3661, 0.1581, -0.2447], [-0.0978, 0.0530, 0.4604], [-0.0764, 0.4431, -0.0923], [0.1069, 0.2655, -0.1069], [-0.2650, -0.3116, 0.1455], [0.1725, -0.0282, 0.0075], [-0.4225, -0.0620, 0.0844], [0.3946, -0.3031, 0.0821]],
  "gap_ev": 5.570,
  "e_homo_ev": -8.3724
}